Record 1
A molecular structure, C13H27N2OSn. Source: the OMol25 dataset; level of theory: the ωB97M-V functional and the def2-TZVPD basis.

XYZ file:
```
44
Properties=species:S:1:pos:R:3:forces:R:3
C -1.7436 -1.7466 -2.3209 -0.7 -0.9 0.0
Sn -1.8749 1.2477 -1.0791 1.3 -1.6 0.2
N -0.5626 3.0757 -0.8828 -0.1 0.2 -0.3
N -1.2378 1.6668 -3.4833 0.4 0.0 -0.4
H 0.4080 2.9101 -1.1790 -0.4 0.1 0.3
H -2.1724 -1.4449 -1.3849 0.0 0.2 0.9
H -1.2811 -2.7570 -2.0875 -0.3 1.4 -0.7
H -1.0340 -0.9521 -2.6345 -0.3 -1.0 -0.2
H -2.6794 -1.8514 -2.9280 1.2 0.0 -0.1
H -0.2974 2.0417 -3.6472 -0.2 -0.2 0.1
H -1.8701 2.4071 -3.7804 -0.1 0.0 -0.1
H -1.3463 0.9163 -4.1825 0.0 0.2 0.5
H -1.0089 3.7840 -1.4717 0.5 0.2 0.4
H -0.5942 3.3500 0.1015 0.3 0.2 -0.3
C 1.9054 -2.3017 -1.6013 -0.3 -0.2 0.0
C 2.5571 -1.2601 -0.6828 0.3 0.1 -0.6
C 2.8775 0.0135 -1.4845 0.1 0.3 0.1
C 1.7445 -1.0063 0.5888 -0.2 0.1 -0.8
C 2.2517 -1.5893 1.7519 -0.4 0.4 0.3
C 1.5982 -1.4137 2.9747 -0.1 -0.1 0.0
C 0.4103 -0.6883 3.0335 0.3 0.2 -0.1
C -0.1215 -0.1028 1.8751 -0.1 -0.1 -0.5
C -1.4266 0.6780 2.0396 0.9 -0.2 -0.1
C -2.5807 -0.2327 2.4470 -0.2 0.2 -0.3
C -1.2340 1.8638 2.9749 -0.2 0.3 0.0
C 0.5131 -0.2621 0.6056 0.2 -0.5 1.7
O -0.0235 0.2842 -0.5138 -0.9 0.7 -0.9
H 0.9092 -1.9664 -1.9247 0.3 -0.1 0.1
H 1.7824 -3.2486 -1.0647 -0.1 0.1 -0.1
H 2.5053 -2.5152 -2.5039 -0.1 0.2 0.4
H 3.5324 -1.6821 -0.3755 -0.4 0.2 0.0
H 1.9438 0.4830 -1.8360 0.4 -0.1 0.1
H 3.4153 0.7278 -0.8386 -0.2 -0.1 -0.3
H 3.5245 -0.1925 -2.3622 -0.4 0.0 0.5
H 3.1892 -2.1742 1.7057 -0.7 0.5 0.0
H 2.0125 -1.8616 3.8732 -0.1 0.1 -0.1
H -0.1058 -0.5312 4.0002 0.4 -0.2 -0.7
H -1.6909 1.1685 1.0701 0.1 -0.4 0.5
H -2.4192 -0.6551 3.4516 -0.1 0.2 -0.4
H -3.5031 0.3602 2.4329 0.0 -0.3 0.2
H -2.6858 -1.0562 1.7250 0.0 0.1 0.3
H -0.3604 2.4606 2.6836 0.0 -0.2 0.1
H -2.1121 2.5102 2.9009 0.0 0.0 0.3
H -1.1138 1.5431 4.0142 0.0 0.1 -0.2
```
Positions in Å, forces in eV/Å.

Its HOMO energy is -10.52 eV. As for the charge: +1. The spin multiplicity is 1. The calculation puts the HOMO-LUMO gap at 6.8 eV.



Record 2
3 unconnected molecules or ions with the total composition C13H27N8O3. Source: the OMol25 dataset; level of theory: the ωB97M-V functional and the def2-TZVPD basis.

XYZ file:
```
51
Properties=species:S:1:pos:R:3:forces:R:3
N -6.2784 -2.8665 3.9411 0.3 0.1 -0.6
C -6.0410 -2.1554 2.6594 -0.2 -0.9 0.5
C -5.9317 -3.1220 1.4805 0.1 0.2 -0.3
C -5.3136 -2.5678 0.1779 -0.2 0.1 0.4
C -4.3517 -1.3909 0.3383 0.3 -0.4 -0.4
C -3.0405 -1.8272 0.8875 0.1 -0.1 0.2
N -2.7467 -3.0386 1.3524 0.4 0.5 -0.2
C -1.4424 -2.9867 1.7028 -0.7 -0.1 -0.3
N -0.8102 -4.0561 2.1768 0.2 0.5 0.0
N -0.9393 -1.7582 1.4931 0.1 -0.9 0.5
N -1.9657 -1.0257 0.9552 -0.2 0.1 -0.1
N -1.8206 0.3056 0.5440 0.2 -0.4 0.2
C -2.0141 1.0903 1.5002 -0.1 -1.0 -0.8
O -2.2061 1.8279 2.3341 -0.1 1.2 0.9
H -6.7314 -3.7477 3.7264 -0.3 0.0 0.2
H -5.3673 -3.1391 4.2904 0.0 0.0 0.2
H -6.8736 -1.4818 2.4798 0.0 0.4 0.0
H -5.1235 -1.5953 2.8113 0.1 0.3 -0.1
H -6.9386 -3.4513 1.2374 -0.1 -0.2 0.0
H -5.3890 -4.0128 1.7795 0.2 0.0 0.2
H -6.1032 -2.2610 -0.5002 -0.1 0.2 -0.1
H -4.7706 -3.3691 -0.3106 0.0 -0.1 -0.2
H -4.1395 -0.9865 -0.6506 0.0 0.2 -0.1
H -4.7606 -0.5847 0.9391 -0.1 0.2 0.1
H 0.1605 -4.0505 2.4258 0.1 -0.1 0.0
H -1.3303 -4.9132 2.2023 0.0 -0.1 0.0
H 0.0007 -1.4364 1.6663 0.0 0.4 -0.6
C 3.3771 -0.7027 -1.0617 -0.1 -0.2 0.0
C 1.8774 -0.5907 -0.9615 0.0 0.0 -0.1
O 1.1615 -1.5757 -0.7725 -0.2 0.1 0.4
N 1.3369 0.6402 -1.0954 0.1 -0.1 0.2
C 2.0414 1.8956 -1.3269 -0.4 -0.2 0.1
H 3.6564 -1.7446 -0.9397 -0.1 0.0 0.0
H 3.7245 -0.3554 -2.0343 0.1 0.1 0.1
H 3.8603 -0.1127 -0.2830 0.1 0.1 -0.1
H 0.3307 0.6538 -1.0323 0.0 0.0 -0.1
H 1.8215 2.5910 -0.5142 0.1 0.1 0.0
H 1.7008 2.3324 -2.2659 0.1 0.1 0.0
H 3.1114 1.7436 -1.3820 -0.1 0.0 0.0
C 7.1631 3.3116 -2.3852 0.0 -0.1 0.0
C 5.6725 3.5305 -2.3118 0.0 -0.1 0.0
O 4.8925 2.6055 -2.1132 0.1 0.1 0.0
N 5.2168 4.7944 -2.4753 0.2 0.0 0.0
C 5.9862 6.0034 -2.7183 -0.4 0.0 0.0
H 7.3659 2.2561 -2.2368 -0.1 0.0 0.0
H 7.5477 3.6089 -3.3609 0.1 0.1 0.0
H 7.6741 3.8802 -1.6080 0.1 0.0 -0.1
H 4.2143 4.8737 -2.4175 0.0 0.0 0.0
H 5.8060 6.7240 -1.9199 0.1 0.0 0.0
H 5.6823 6.4518 -3.6646 0.1 0.0 0.0
H 7.0468 5.7857 -2.7596 0.0 0.0 0.0
```
Positions in Å, forces in eV/Å.

Its HOMO energy is -11.55 eV. As for the charge: +1. The spin multiplicity is 1. The calculation puts the HOMO-LUMO gap at 8.7 eV.



Record 3
A molecular structure, C13H28AsN2O2ReS4Sb. Source: the OMol25 dataset; level of theory: the ωB97M-V functional and the def2-TZVPD basis.

XYZ file:
```
52
Properties=species:S:1:pos:R:3:forces:R:3
Re 0.8000 -0.4993 0.1465 -0.1 0.2 0.0
C 0.1821 3.6709 1.2262 0.0 0.0 0.0
C 0.0480 2.2725 0.7359 -0.1 0.0 0.0
N 0.9552 1.3481 0.9253 0.0 -0.1 0.0
O 2.0955 1.6123 1.6113 0.0 0.0 0.0
C -1.0693 1.7689 -0.0335 0.0 0.0 0.0
C -2.2053 2.6230 -0.4670 0.0 0.0 0.0
N -0.9306 0.4948 -0.3089 0.2 -0.1 0.1
O -1.8994 -0.0689 -1.1020 0.0 0.0 0.0
H 0.4198 3.7005 2.2931 0.0 0.0 0.0
H -0.7425 4.2239 1.0877 0.0 0.0 0.0
H 0.9695 4.1977 0.6770 0.0 0.0 0.0
H 2.1245 2.5525 1.8650 0.0 0.0 0.0
H -1.8254 3.5270 -0.9464 0.0 0.0 0.0
H -2.7936 2.9402 0.3979 0.0 0.0 0.0
H -2.8441 2.1017 -1.1711 0.0 0.0 0.0
S 5.2943 -3.8935 -0.9599 0.0 0.0 0.0
As 4.6140 -2.1849 0.1784 0.0 0.0 0.0
S 2.3079 -2.2412 -0.7649 0.0 0.0 0.0
S 1.9671 -0.4048 -1.6711 -0.1 0.0 0.0
S 4.3979 -4.2115 0.9420 0.0 0.0 0.0
C -4.9749 -3.2545 -1.9582 0.0 0.0 0.0
C -3.8032 -2.3299 -2.2793 0.0 0.0 0.0
C -4.1667 -1.1513 -3.1734 0.0 0.0 0.0
Sb -3.0054 -1.6019 -0.4211 0.0 0.0 0.0
C -4.3216 -0.7089 1.0159 0.0 0.1 0.0
C -5.3727 0.1324 0.2967 0.0 0.0 0.0
C -4.9206 -1.8084 1.8913 0.0 0.0 0.0
C -1.4727 -2.8276 0.4429 0.0 0.0 -0.1
C -0.8100 -2.1754 1.6595 0.0 0.0 0.0
C -2.0173 -4.2170 0.7904 0.0 0.0 0.0
H -5.3362 -3.6789 -2.8968 0.0 0.0 0.0
H -5.8093 -2.7144 -1.5083 0.0 0.0 0.0
H -4.7021 -4.0921 -1.3141 0.0 0.0 0.0
H -2.9639 -2.8927 -2.6946 0.0 0.0 0.0
H -4.9791 -0.5577 -2.7527 0.0 0.0 0.0
H -4.5209 -1.5555 -4.1239 0.0 0.0 0.0
H -3.3175 -0.5043 -3.3892 0.0 0.0 0.0
H -3.6553 -0.0690 1.6033 0.0 0.0 0.0
H -6.0496 -0.4895 -0.2905 0.0 0.0 0.0
H -4.9409 0.8923 -0.3561 0.0 0.0 0.0
H -5.9784 0.6464 1.0452 0.0 0.0 0.0
H -5.5305 -2.5026 1.3104 0.0 0.0 0.0
H -5.5797 -1.3430 2.6262 0.0 0.0 0.0
H -4.1708 -2.3752 2.4449 0.0 0.0 0.0
H -0.7607 -2.9226 -0.3842 0.0 0.0 0.0
H -1.4752 -2.1789 2.5278 0.0 0.0 0.0
H -0.6285 -1.0673 1.5842 0.0 0.0 0.0
H 0.0875 -2.7202 1.9547 0.0 0.0 0.0
H -2.7709 -4.1726 1.5776 0.0 0.0 0.0
H -1.2027 -4.8466 1.1517 0.0 0.0 0.0
H -2.4487 -4.7179 -0.0768 0.0 0.0 0.0
```
Positions in Å, forces in eV/Å.

Its HOMO energy (alpha / beta) is -16.61 / -16.62 eV. As for the charge: +3. The spin multiplicity is 1. The calculation puts the HOMO-LUMO gap (alpha / beta) at 5.8 / 5.7 eV.



Record 4
2 unconnected molecules or ions with the total composition C13H28BClF2N2O. Source: the OMol25 dataset; level of theory: the ωB97M-V functional and the def2-TZVPD basis.

XYZ file:
```
48
Properties=species:S:1:pos:R:3:forces:R:3
C -2.2296 -1.1091 -1.0024 0.0 -0.2 0.1
N -2.5150 0.3069 -0.9340 0.1 0.2 0.0
C -3.9282 0.6429 -1.1801 0.0 -0.1 -0.1
B -4.8939 0.5855 0.1108 -0.1 -0.2 0.0
F -4.8051 -0.6778 0.7754 0.0 0.1 0.0
Cl -4.2870 1.9428 1.4018 0.0 0.0 0.0
C -6.4569 0.9223 -0.2187 0.0 0.0 -0.1
C -7.2736 -0.2661 -0.6693 0.1 -0.1 -0.1
F -6.9749 -0.6100 -2.0148 0.0 0.0 0.1
H -1.1588 -1.2844 -0.8690 0.0 0.0 0.0
H -2.7564 -1.6304 -0.2004 0.0 0.1 0.0
H -2.5385 -1.5864 -1.9517 0.0 0.1 0.0
H -1.9246 0.8044 -1.5878 0.0 -0.1 -0.1
H -3.9705 1.6476 -1.6163 0.0 0.0 0.1
H -4.3524 -0.0390 -1.9444 0.0 0.1 0.0
H -6.5529 1.7043 -0.9835 0.0 0.0 0.1
H -6.9361 1.3230 0.6820 0.0 -0.1 0.0
H -8.3538 -0.0855 -0.6635 0.0 0.0 0.1
H -7.0407 -1.1490 -0.0698 -0.1 0.0 0.0
C 4.0385 -1.1783 1.9955 0.0 0.0 0.0
C 3.7230 -1.2121 0.4981 -0.2 0.1 -0.2
C 4.7009 -0.3433 -0.3116 0.0 -0.1 0.1
C 4.4839 1.1510 -0.1090 0.0 0.1 0.0
C 3.0450 1.5488 -0.4173 -0.1 0.0 0.1
C 2.0043 0.7551 0.3908 0.1 -0.3 -0.2
N 2.3372 -0.7076 0.2008 0.0 0.1 0.0
O 1.7489 -1.2908 -0.7717 0.0 0.1 0.1
C 2.0056 1.1574 1.8635 0.0 0.0 0.0
C 0.6053 1.0018 -0.1595 0.1 0.0 0.0
C 3.7953 -2.6619 0.0289 0.0 0.0 0.0
H 4.8051 -1.9274 2.1999 0.0 0.0 0.0
H 4.4212 -0.2189 2.3329 0.0 0.0 0.0
H 3.1560 -1.4271 2.5839 0.0 0.0 0.0
H 4.5615 -0.5873 -1.3692 0.0 0.0 0.0
H 5.7230 -0.6286 -0.0413 0.0 0.0 0.0
H 4.7527 1.4439 0.9100 0.0 0.0 0.0
H 5.1587 1.7006 -0.7699 0.0 0.0 0.0
H 2.8888 2.6141 -0.2239 0.0 0.0 0.0
H 2.8401 1.3774 -1.4782 0.0 0.0 0.0
H 1.3867 0.4741 2.4454 0.0 0.0 0.0
H 1.5621 2.1513 1.9348 0.0 0.0 0.0
H 2.9941 1.2035 2.3101 0.0 0.0 0.0
H 0.5571 0.7959 -1.2251 0.0 0.0 0.0
H 0.3416 2.0459 0.0162 0.0 0.0 0.0
H -0.1411 0.3801 0.3312 0.0 0.1 0.0
H 3.0653 -3.2724 0.5618 0.0 0.0 0.0
H 4.7965 -3.0428 0.2428 0.0 0.0 0.0
H 3.5915 -2.7446 -1.0342 0.0 0.0 0.0
```
Positions in Å, forces in eV/Å.

Its HOMO energy (alpha / beta) is -4.31 / -4.31 eV. As for the charge: -1. The spin multiplicity is 2. The calculation puts the energy above the lowest of the compared OMol25 structures with the same formula, charge and spin at 0.0 kJ/mol. The calculation puts the HOMO-LUMO gap (alpha / beta) at 6.7 / 6.7 eV.



Record 5
A molecular structure, C13H28Br4Cl3F3I2KMg2N4O13S3Si2. Source: the OMol25 dataset; level of theory: the ωB97M-V functional and the def2-TZVPD basis.

XYZ file:
```
78
Properties=species:S:1:pos:R:3:forces:R:3
C 9.1417 -4.5899 1.6657 0.0 0.1 -0.3
C 9.7384 -3.3410 1.0193 -0.3 -0.1 -0.3
C 8.8083 -2.6906 -0.0315 0.5 0.2 0.4
C 8.1582 -1.4032 0.4477 -0.3 -0.3 -0.5
N 7.1962 -1.6725 1.5430 0.1 0.2 -0.7
Si 5.7812 -0.7332 1.7258 -0.4 0.3 0.9
Br 5.9273 1.2025 0.6956 0.2 0.0 -0.1
O 4.4197 -1.5338 1.2165 0.9 -0.7 0.0
Si 4.5096 -2.4111 -0.1863 0.1 0.7 0.2
C 2.7928 -2.7561 -0.8935 0.1 -1.6 -0.4
I 3.0956 -2.4995 -2.9831 0.3 1.2 -0.3
C 2.3658 -4.2337 -0.5828 0.1 1.4 0.9
C 1.3331 -4.3034 0.5319 -0.2 -0.5 -0.1
I 1.5188 -5.2296 -2.3042 3.4 -0.4 0.9
H 8.6276 -5.1924 0.9141 0.0 0.0 0.0
H 8.4032 -4.3239 2.4223 0.1 -0.1 0.2
H 9.9136 -5.2250 2.0948 0.0 0.0 0.3
H 10.6718 -3.5981 0.5208 0.1 -0.1 0.1
H 9.9662 -2.5898 1.7761 0.1 -0.1 0.1
H 9.4059 -2.4653 -0.9151 -0.1 0.1 -0.1
H 8.0243 -3.3870 -0.3441 0.0 0.0 0.0
H 8.9076 -0.6731 0.7523 0.0 -0.1 0.2
H 7.6441 -0.9747 -0.4171 0.0 0.2 0.0
H 6.9958 -2.6650 1.5810 0.1 -0.1 0.2
H 5.5416 -0.4462 3.1434 -0.1 0.0 0.0
H 5.3132 -1.6250 -1.1392 0.0 0.0 0.0
H 5.2436 -3.6767 0.0526 -0.3 -0.2 0.0
H 2.0261 -2.0632 -0.5605 0.0 0.3 -0.1
H 3.2488 -4.7795 -0.2605 -0.1 -0.5 -0.6
H 0.3434 -4.0187 0.1715 0.0 0.2 0.0
H 1.5813 -3.7017 1.4091 0.2 0.1 -0.3
H 1.2821 -5.3337 0.8863 -0.2 0.0 0.1
O -0.7700 0.8542 -4.4444 -0.1 -0.1 0.3
S 0.1691 -0.2719 -4.4280 -0.8 0.2 -1.4
O -0.4229 -1.3846 -3.6576 0.2 0.1 0.5
O 1.4154 0.1580 -3.7459 0.3 -0.4 0.4
O 0.4877 -0.7030 -5.7835 0.3 -0.1 0.2
C 2.7913 -3.4466 4.2661 -0.1 0.1 0.1
O 2.0313 -3.6267 3.3224 0.0 -0.2 0.2
N 3.6653 -2.4100 4.2909 0.1 0.0 0.0
N 2.7992 -4.2724 5.3540 0.0 0.0 -0.1
H 4.2927 -2.2316 5.0519 0.0 0.0 0.0
H 3.6584 -1.7902 3.4990 0.0 0.0 0.0
H 2.1562 -5.0407 5.3550 0.0 0.0 0.0
H 3.4069 -4.1435 6.1402 0.0 0.0 0.0
C -2.1404 -0.2880 -1.1451 -0.1 -0.2 0.0
Cl -0.8807 -1.3054 -0.5354 0.0 -0.2 0.3
Cl -1.4074 1.3150 -1.6098 0.1 -0.3 -0.1
H -2.5622 -0.7060 -2.0520 0.2 0.2 -0.2
H -2.8971 -0.1231 -0.3874 0.1 0.2 0.0
K -1.0397 -5.7045 -2.7120 -3.7 -0.6 -0.7
Mg -2.2604 3.4621 -0.9196 -0.3 1.0 -0.1
C -6.4536 3.2080 -2.8170 0.0 0.3 0.0
Br -7.9551 2.0370 -2.9135 -0.1 -0.1 0.0
Br -4.9836 2.3348 -1.8689 0.0 -0.2 0.1
Br -5.8933 3.8347 -4.5256 0.1 0.0 -0.1
H -6.7414 4.0652 -2.2242 0.0 0.0 0.1
N -5.2767 8.1672 -0.7962 0.5 0.1 0.3
S -5.8722 8.3522 0.7296 -0.3 0.7 1.1
O -5.2920 7.4279 1.6285 0.3 -0.1 -0.2
O -7.2595 8.5998 0.7362 -0.1 0.0 -0.4
F -5.1670 9.7151 0.9945 0.1 0.0 -0.2
S -5.6715 6.8341 -1.4988 -0.7 -1.6 0.0
O -4.7575 6.7369 -2.6189 0.7 0.6 -0.4
O -7.0321 6.4997 -1.6679 0.0 0.2 -0.1
F -5.1219 5.7008 -0.5364 -0.1 0.2 -0.1
C -11.4472 3.9848 -0.8527 0.1 0.0 -0.1
C -10.6912 3.0481 0.0689 -0.1 0.2 0.1
O -11.6772 2.6888 1.0081 0.0 -0.2 -0.2
C -12.8950 2.7696 0.3860 0.0 0.1 0.0
O -13.8949 2.2989 0.7972 0.0 0.0 0.1
O -12.7737 3.4603 -0.7756 0.1 0.0 0.0
F -9.6661 3.6696 0.7041 0.0 0.0 0.0
H -11.4304 5.0069 -0.4724 0.1 0.0 0.1
H -11.0856 3.9735 -1.8770 -0.1 -0.1 -0.1
H -10.3091 2.1457 -0.4129 0.1 0.0 0.0
Cl 2.2443 -0.0767 0.7680 -0.7 0.4 -0.1
Mg -3.3155 8.1096 -1.7740 -0.2 -0.8 0.1
```
Positions in Å, forces in eV/Å.

Its HOMO energy is -9.11 eV. As for the charge: +1. The spin multiplicity is 1. The calculation puts the HOMO-LUMO gap at 2.0 eV.